122
Properties=species:S:1:pos:R:3 method="wB97M-V/def2-TZVPD" total_charge=+2 multiplicity=1 homo_energy_ev=-10.1
C 4.58 3.33 -1.14
C 3.32 2.47 -1.71
C 2.86 2.71 -3.25
Br 3.59 4.59 -3.57
C 1.28 2.50 -3.61
C 1.11 3.39 -5.02
C 0.30 4.79 -4.96
O -1.06 4.82 -5.15
Cl 0.97 6.53 -4.80
C 0.14 3.28 -2.67
C 0.27 4.64 -1.73
C 0.06 4.31 -0.10
C 0.90 5.36 0.87
O 0.64 6.79 0.58
C -0.58 7.27 1.27
N -1.00 2.53 -2.97
Br -2.53 3.48 -2.31
C -0.94 1.19 -3.74
P -2.12 1.05 -5.22
C -2.58 -0.82 -5.62
O -1.43 1.46 -6.80
P -2.09 0.16 -2.55
N -2.08 0.58 -1.00
O -1.83 -1.55 -2.59
O -3.79 0.46 -3.00
C 0.69 0.92 -3.78
B 1.21 0.17 -5.21
O 2.41 0.65 -5.97
O 0.61 -1.06 -5.76
C 1.32 -0.27 -2.80
I 1.14 -0.09 -0.66
C 2.83 -0.81 -3.14
C 3.61 -1.50 -1.82
H 4.29 4.42 -0.75
H 4.92 2.76 -0.15
H 5.54 3.33 -1.82
H 2.40 2.69 -0.98
H 3.65 1.34 -1.62
H 3.47 2.08 -4.06
H 2.13 3.41 -5.65
H 0.43 2.82 -5.82
H 1.36 5.12 -1.77
H -0.44 5.52 -2.09
H -1.09 4.57 0.10
H 0.22 3.18 0.16
H 0.54 5.14 1.98
H 2.05 5.17 0.75
H -1.42 6.44 1.39
H -1.01 8.18 0.64
H -0.36 7.70 2.35
H -2.70 -1.00 -6.77
H -3.66 -1.00 -5.15
H -1.84 -1.58 -5.16
H -2.17 1.87 -7.33
H -3.01 0.94 -0.69
H -1.51 -1.84 -1.68
H -4.39 0.06 -2.27
H 3.14 -0.03 -5.82
H 0.54 -0.97 -6.78
H 0.65 -1.22 -3.11
H 3.60 0.00 -3.48
H 2.85 -1.77 -3.87
H 4.06 -0.72 -1.09
H 3.01 -2.38 -1.34
H 4.56 -2.03 -2.32
Br 0.51 8.86 2.59
Mg 3.81 2.06 0.88
B -4.89 0.21 2.08
F -4.45 1.21 3.04
F -4.63 0.70 0.73
F -4.15 -1.02 2.30
F -6.31 -0.03 2.25
O -5.82 -2.33 0.08
C -6.85 -3.18 0.11
C -7.37 -3.34 1.62
O -8.39 -4.20 1.65
H -6.66 -4.21 -0.25
H -7.74 -2.91 -0.48
H -7.56 -2.31 1.97
H -6.47 -3.60 2.21
Al -4.69 -3.93 2.83
O -5.24 -0.41 -7.10
H -5.95 -1.05 -7.21
H -5.59 0.41 -7.47
C 9.31 -2.93 -1.58
C 8.16 -3.20 -2.55
O 6.97 -3.00 -1.79
S 7.25 -1.85 -0.67
O 6.76 -0.59 -1.19
O 6.87 -2.37 0.63
O 8.87 -1.84 -0.77
H 9.48 -3.79 -0.92
H 10.24 -2.68 -2.09
H 8.19 -4.22 -2.96
H 8.16 -2.48 -3.37
C -2.89 -4.43 7.85
N -3.58 -3.74 6.72
O -3.14 -3.96 5.59
O -4.53 -3.01 7.01
H -2.08 -5.04 7.46
H -2.51 -3.65 8.52
H -3.63 -5.05 8.36
C 1.92 -7.99 10.01
C 0.55 -8.20 10.21
C -0.34 -8.08 9.14
C 0.15 -7.75 7.87
C 1.52 -7.53 7.67
C 2.40 -7.65 8.74
N -0.78 -7.64 6.74
O -1.99 -7.83 6.97
O -0.31 -7.38 5.63
H 2.61 -8.09 10.84
H 0.19 -8.47 11.20
H -1.40 -8.25 9.32
H 1.91 -7.26 6.69
H 3.46 -7.48 8.59
C -3.40 8.84 3.01
O -3.20 7.44 3.00
H -2.50 9.33 2.64
H -4.25 9.10 2.37
H -3.59 9.17 4.04
H -4.02 7.03 3.33